Computed, not measured: a 12-piece molecular cluster, C22H39FN12O26S overall in a non-equilibrium geometry, with wB97M-V/def2-TZVPD.

Its SMILES is O=C1C=C(S(=O)(=O)F)C(=O)C=C1c1cccnc1.C[N+](=O)[O-].C[N+](=O)[O-].C[N+](=O)[O-].C[N+](=O)[O-].C[N+](=O)[O-].C[N+](=O)[O-].C[N+](=O)[O-].C[N+](=O)[O-].C[N+](=O)[O-].C[N+](=O)[O-].C[N+](=O)[O-]. The value obtained for the highest occupied orbital energy is -9.896 eV. The maximum force is 0.0430 hartree/bohr. Its HOMO-LUMO gap is 7.82 eV. The calculation puts the calculated total energy at -108082.6280 eV. Its spin multiplicity is 1.

Last column: Löwdin charge in e.
Positions of all 101 atoms, in Å:
O -0.36 -4.53 1.11  0.1387
C -1.56 -4.38 1.16  -0.2748
C -2.20 -3.12 1.73  0.0860
C -3.29 -2.67 1.15  -0.1776
S -4.13 -1.25 1.77  0.6514
O -3.98 -1.21 3.17  -0.2262
O -3.77 -0.05 1.10  -0.2356
F -5.62 -1.60 1.48  -0.1058
C -3.77 -3.43 -0.07  -0.3374
O -4.18 -2.89 -1.08  0.1273
C -3.64 -4.91 0.09  0.0676
C -2.56 -5.41 0.69  -0.0720
C -2.35 -6.85 0.93  -0.1474
C -3.13 -7.80 0.29  0.0067
C -2.86 -9.11 0.63  -0.0552
C -1.87 -9.38 1.54  -0.1476
N -1.08 -8.52 2.15  0.1046
C -1.37 -7.27 1.81  -0.0827
H -1.76 -2.67 2.60  0.1483
H -4.45 -5.52 -0.27  0.1297
H -3.90 -7.52 -0.41  0.1131
H -3.41 -9.91 0.18  0.1094
H -1.72 -10.43 1.79  0.1101
H -0.76 -6.50 2.27  0.1130
C 2.40 -3.62 2.61  0.0519
N 2.31 -2.73 3.79  -0.4470
O 3.10 -1.81 3.86  0.0582
O 1.46 -2.98 4.61  0.0558
H 3.20 -3.28 1.96  0.0713
H 2.60 -4.63 2.96  0.1119
H 1.44 -3.57 2.10  0.0714
C 4.99 -2.55 -1.25  0.0403
N 4.84 -3.67 -0.28  -0.4441
O 3.76 -4.23 -0.22  0.0501
O 5.81 -3.97 0.38  0.0612
H 4.05 -2.41 -1.76  0.0488
H 5.25 -1.67 -0.68  0.0999
H 5.77 -2.82 -1.95  0.1070
C 1.44 0.69 -2.45  0.0496
N 2.36 -0.45 -2.25  -0.4303
O 2.28 -1.09 -1.21  0.0472
O 3.15 -0.68 -3.14  0.0684
H 0.79 0.77 -1.58  0.0883
H 2.04 1.59 -2.56  0.0679
H 0.86 0.49 -3.35  0.1042
C -2.88 -3.87 -4.43  0.0490
N -2.28 -5.19 -4.07  -0.4517
O -2.70 -5.74 -3.07  0.0520
O -1.42 -5.62 -4.79  0.0774
H -3.63 -3.62 -3.69  0.0786
H -2.07 -3.14 -4.43  0.1016
H -3.31 -3.98 -5.42  0.1001
C 4.92 2.73 -0.30  0.0640
N 4.64 2.05 -1.59  -0.4190
O 3.81 2.56 -2.32  0.0397
O 5.25 1.03 -1.84  0.0685
H 4.29 3.60 -0.24  0.0487
H 4.69 2.03 0.50  0.1042
H 5.97 3.00 -0.29  0.1082
C -3.41 2.99 -0.33  0.0584
N -2.58 3.01 -1.56  -0.4342
O -3.08 3.45 -2.58  0.0333
O -1.46 2.58 -1.47  0.0828
H -4.39 3.40 -0.56  0.0978
H -3.50 1.95 0.00  0.0712
H -2.91 3.60 0.42  0.0951
C 1.73 6.29 -1.34  0.0422
N 2.71 5.61 -0.46  -0.4366
O 2.31 4.64 0.15  0.0605
O 3.83 6.06 -0.40  0.0632
H 0.80 5.77 -1.28  0.0607
H 1.63 7.32 -1.00  0.0985
H 2.13 6.26 -2.35  0.1085
C 2.93 1.70 5.02  0.0540
N 2.82 2.54 3.80  -0.4430
O 3.83 3.06 3.38  0.0676
O 1.72 2.67 3.31  0.0469
H 3.96 1.68 5.35  0.1006
H 2.29 2.14 5.78  0.0664
H 2.59 0.70 4.76  0.0871
C -0.17 4.95 5.41  0.0490
N 0.77 4.22 6.29  -0.4536
O 0.34 3.25 6.89  0.0653
O 1.91 4.63 6.35  0.0622
H -1.14 4.47 5.46  0.0948
H -0.22 5.98 5.77  0.0997
H 0.24 4.91 4.40  0.0953
C -1.96 3.91 -5.88  0.0438
N -0.48 3.93 -5.74  -0.4543
O 0.15 3.04 -6.25  0.0712
O -0.02 4.86 -5.12  0.0530
H -2.24 3.03 -6.45  0.0943
H -2.38 3.87 -4.88  0.0673
H -2.26 4.81 -6.40  0.0995
C -3.03 6.83 -1.63  0.0538
N -2.05 6.65 -0.52  -0.4250
O -2.47 6.25 0.55  0.0707
O -0.89 6.89 -0.77  0.0451
H -4.02 6.56 -1.26  0.0963
H -3.00 7.87 -1.94  0.1032
H -2.73 6.17 -2.44  0.0903


Computed, not measured: the molecule C3H4O3 in a non-equilibrium geometry, with wB97M-V/def2-TZVPD.

The value obtained for the highest occupied orbital energy is -8.503 eV. The maximum force is 0.1053 hartree/bohr. Its HOMO-LUMO gap is 9.06 eV. The calculation puts the calculated total energy at -9315.3332 eV. Its spin multiplicity is 1.

Last column: natural (NBO) charge in e.
Positions of all 10 atoms, in Å:
C -1.57 0.62 -0.23  0.3228
C -0.18 0.88 0.40  -0.6655
C 0.74 -0.25 0.11  0.7767
O -2.00 -0.58 -0.30  -0.6311
O 1.86 -0.01 -0.59  -0.7059
O 0.54 -1.41 0.48  -0.6355
H 0.32 1.84 -0.10  0.2575
H -0.47 0.96 1.38  0.2702
H 2.24 -0.68 -1.17  0.5148
H -1.49 -1.37 0.02  0.4960


Computed, not measured: C17H22F6N4O5S6W as an isolated structure in a non-equilibrium geometry, with wB97M-V/def2-TZVPD.

The value obtained for the highest occupied orbital energy (alpha / beta) is -10.175 / -10.225 eV. The maximum force is 0.0391 hartree/bohr. The expectation value of S² is 0.757. Its HOMO-LUMO gap (alpha / beta) is 5.75 / 6.04 eV. The calculation puts the calculated total energy at -117316.3088 eV. As for the charge: +1. Its spin multiplicity is 2.

Last column: Löwdin spin population.
Positions of all 61 atoms, in Å:
W -0.04 -0.28 0.05  0.7790
C -0.24 -2.50 -2.66  0.0070
C 0.77 -1.44 -3.08  0.0015
S 0.46 0.17 -2.31  0.0168
C -1.09 0.57 -3.21  0.0086
C -2.17 1.09 -2.29  -0.0033
S -2.37 0.21 -0.69  0.0001
C -3.09 -1.34 -1.34  -0.0006
C -2.41 -2.59 -0.83  -0.0001
S -0.61 -2.52 -0.86  0.0070
H 0.17 -3.49 -2.88  -0.0005
H -1.19 -2.40 -3.19  0.0003
H 0.76 -1.31 -4.16  -0.0003
H 1.78 -1.71 -2.77  -0.0001
H -1.40 -0.33 -3.73  0.0007
H -0.82 1.32 -3.95  -0.0004
H -3.15 1.04 -2.77  -0.0005
H -2.00 2.13 -2.02  -0.0001
H -3.05 -1.26 -2.42  0.0000
H -4.13 -1.35 -1.01  0.0002
H -2.73 -3.46 -1.41  0.0000
H -2.66 -2.77 0.21  -0.0010
C 0.24 1.23 5.22  0.0000
C 0.77 -0.08 4.61  0.0038
C 0.38 -0.22 3.21  0.0240
N 0.05 -0.32 2.13  0.0094
H 0.47 1.25 6.28  0.0000
H -0.84 1.30 5.10  0.0000
H 0.70 2.09 4.75  0.0000
H 0.38 -0.95 5.14  0.0012
H 1.86 -0.12 4.66  0.0011
F 2.74 -4.86 -0.35  0.0001
C 3.37 -4.17 0.60  0.0001
F 3.29 -4.81 1.75  0.0000
F 4.63 -4.01 0.25  0.0000
S 2.51 -2.55 0.71  0.0002
O 1.30 -2.79 1.45  0.0005
O 2.32 -2.15 -0.68  -0.0009
N 3.54 -1.63 1.49  0.0008
S 3.38 -0.08 1.23  0.0024
O 3.68 0.70 2.38  0.0024
O 2.12 0.26 0.54  0.0148
C 4.64 0.35 -0.08  -0.0003
F 4.96 -0.74 -0.77  0.0000
F 5.72 0.84 0.49  -0.0001
F 4.12 1.25 -0.91  0.0001
O -0.01 1.83 0.54  0.0036
N -0.65 2.85 -0.03  0.0002
C -0.03 3.55 -0.99  -0.0001
C -0.66 4.64 -1.55  0.0000
C -1.93 5.01 -1.10  -0.0003
C -2.52 4.27 -0.09  0.0000
C -1.86 3.18 0.44  -0.0001
H 0.96 3.20 -1.26  0.0000
H -0.16 5.20 -2.33  0.0000
H -2.43 5.86 -1.53  0.0000
H -3.50 4.52 0.29  0.0000
H -2.24 2.54 1.22  0.0000
S -2.78 -0.80 2.07  0.0818
C -4.18 -1.49 1.49  0.0141
N -5.10 -1.96 0.95  0.0270


Computed, not measured: a 2-piece molecular cluster, C3H9N5O2 overall in a non-equilibrium geometry, with wB97M-V/def2-TZVPD.

Its SMILES is [H]/N=[N+](\[O-])O.C1CN=NNC1. The value obtained for the highest occupied orbital energy is -9.327 eV. The maximum force is 0.0689 hartree/bohr. Its HOMO-LUMO gap is 10.07 eV. The calculation puts the calculated total energy at -14796.3834 eV. Its spin multiplicity is 1.

Last column: natural (NBO) charge in e.
Positions of all 19 atoms, in Å:
C -1.39 0.65 0.05  -0.4232
C -0.62 1.94 0.41  -0.2431
C -0.85 0.16 -1.30  -0.3017
N 0.81 1.76 0.19  -0.3987
N 0.63 0.08 -1.33  -0.2887
N 1.27 0.85 -0.63  0.0504
N 0.69 -1.54 1.29  -0.5580
N 1.12 -2.55 0.63  0.5700
O 1.27 -2.45 -0.72  -0.5286
O 1.24 -3.68 1.07  -0.4213
H -1.20 -0.07 0.94  0.2316
H -2.39 0.94 0.09  0.2154
H -0.86 2.63 -0.30  0.1878
H -0.83 2.14 1.44  0.2117
H -1.27 -0.79 -1.69  0.2255
H -1.18 0.86 -2.09  0.2024
H 1.46 2.31 0.66  0.3923
H 1.44 -1.45 -1.03  0.5200
H 0.64 -1.77 2.31  0.3562


Computed, not measured: a 6-piece molecular cluster, C12H30IN6O15P overall, with wB97M-V/def2-TZVPD.

Its SMILES is CC(=O)OC[PH](I)(CCCCO)ON=O.C[N+](=O)[O-].C[N+](=O)[O-].C[N+](=O)[O-].C[N+](=O)[O-].C[N+](=O)[O-]. The value obtained for the highest occupied orbital energy is -9.131 eV. The maximum force is 0.0082 hartree/bohr. Its HOMO-LUMO gap is 8.62 eV. The calculation puts the calculated total energy at -69956.2753 eV. Its spin multiplicity is 1.

Last column: natural (NBO) charge in e.
Positions of all 65 atoms, in Å:
C -1.67 1.25 6.74  -0.7598
C -2.72 0.32 6.18  0.7905
O -2.63 -0.86 6.23  -0.5323
O -3.87 0.87 5.67  -0.5081
C -3.81 2.10 4.99  -0.3661
P -2.76 2.08 3.45  1.2917
I -1.67 4.40 4.10  -0.4003
C -3.40 2.76 1.89  -0.7240
C -2.57 2.38 0.65  -0.3960
C -1.05 2.60 0.70  -0.4533
C -0.57 3.90 0.03  -0.0553
O 0.26 4.70 0.86  -0.7211
O -3.39 0.50 3.05  -0.6910
N -2.40 -0.48 2.84  0.3651
O -2.84 -1.55 2.94  -0.2596
H -0.71 0.74 6.66  0.2507
H -1.60 2.22 6.25  0.2360
H -1.89 1.42 7.79  0.2561
H -4.82 2.32 4.64  0.2396
H -3.49 2.93 5.62  0.2326
H -1.47 1.57 3.55  0.0163
H -3.57 3.83 1.98  0.2551
H -4.38 2.28 1.78  0.2498
H -2.80 1.35 0.38  0.2143
H -2.96 3.00 -0.17  0.2207
H -0.65 2.60 1.72  0.2155
H -0.58 1.76 0.19  0.2196
H -1.41 4.53 -0.26  0.1724
H 0.01 3.64 -0.87  0.1592
H 1.01 4.16 1.12  0.4755
C 3.99 3.65 -1.17  -0.4829
N 3.01 2.86 -0.38  0.5429
O 2.83 3.16 0.78  -0.4003
O 2.43 1.96 -0.96  -0.3827
H 4.41 4.41 -0.52  0.2320
H 4.75 2.96 -1.53  0.2498
H 3.46 4.09 -2.01  0.2424
C 6.11 0.51 -4.52  -0.4896
N 5.94 1.75 -3.72  0.5377
O 6.72 1.98 -2.82  -0.3840
O 5.00 2.47 -4.02  -0.3874
H 6.98 -0.02 -4.13  0.2291
H 5.20 -0.07 -4.40  0.2590
H 6.25 0.80 -5.55  0.2372
C 1.70 -2.16 -4.10  -0.4851
N 2.91 -2.35 -4.94  0.5468
O 3.12 -3.45 -5.40  -0.3751
O 3.63 -1.38 -5.10  -0.4017
H 1.17 -3.10 -4.05  0.2388
H 2.03 -1.82 -3.12  0.2420
H 1.10 -1.38 -4.58  0.2394
C -5.06 -3.79 2.29  -0.4836
N -5.97 -4.97 2.22  0.5332
O -7.16 -4.78 2.40  -0.3755
O -5.46 -6.04 1.99  -0.3810
H -5.65 -2.91 2.50  0.2314
H -4.34 -3.98 3.08  0.2429
H -4.56 -3.72 1.33  0.2306
C 3.30 -6.55 -6.09  -0.4842
N 2.25 -7.24 -5.31  0.5346
O 2.06 -6.88 -4.16  -0.3794
O 1.63 -8.13 -5.87  -0.3771
H 3.75 -5.79 -5.47  0.2391
H 4.02 -7.30 -6.40  0.2315
H 2.82 -6.11 -6.96  0.2348


Computed, not measured: C4H6ClFS as an isolated structure in a non-equilibrium geometry, with wB97M-V/def2-TZVPD.

The value obtained for the highest occupied orbital energy is -8.713 eV. The maximum force is 0.0660 hartree/bohr. Its HOMO-LUMO gap is 9.53 eV. The calculation puts the calculated total energy at -30319.6780 eV. Its spin multiplicity is 1.

Last column: natural (NBO) charge in e.
Positions of all 13 atoms, in Å:
C 1.14 -0.71 0.44  0.2185
C 0.22 0.40 0.65  -0.3068
C -1.30 0.08 0.65  -0.5120
C 0.08 1.59 -0.39  -0.4949
H 2.22 -0.49 0.74  0.1902
H 0.42 0.95 1.57  0.2357
H -1.81 -0.11 1.59  0.2267
H -1.59 -0.66 -0.09  0.2206
H 0.21 1.29 -1.45  0.2248
H 0.66 2.54 -0.17  0.2236
F 0.72 -1.72 1.20  -0.3351
S -1.71 1.69 -0.02  0.1773
Cl 1.18 -1.37 -1.22  -0.0687


Computed, not measured: the molecule C3H10N2S in a non-equilibrium geometry, with wB97M-V/def2-TZVPD.

Its SMILES is NC[C@H](N)CS. The value obtained for the highest occupied orbital energy is -8.797 eV. The maximum force is 0.0494 hartree/bohr. Its HOMO-LUMO gap is 9.65 eV. The calculation puts the calculated total energy at -17088.0575 eV. Its spin multiplicity is 1.

Last column: natural (NBO) charge in e.
Positions of all 16 atoms, in Å:
N 1.27 -0.48 0.79  -0.8366
C 0.37 0.26 -0.13  -0.0665
C -0.99 -0.48 -0.24  -0.5135
S -1.98 -0.72 1.27  -0.0277
C 0.99 0.51 -1.48  -0.2385
N 2.19 1.42 -1.38  -0.8267
H 1.80 0.19 1.34  0.3613
H -1.36 0.26 1.98  0.1171
H 2.02 -0.96 0.31  0.3503
H 0.12 1.14 0.48  0.1849
H -1.53 0.09 -0.99  0.2025
H -0.79 -1.49 -0.61  0.2146
H 0.24 1.09 -2.04  0.1809
H 1.34 -0.44 -1.87  0.1950
H 2.74 1.26 -2.21  0.3544
H 1.80 2.35 -1.48  0.3486


Computed, not measured: a 3-piece molecular cluster, C3H13NO2S overall in a non-equilibrium geometry, with wB97M-V/def2-TZVPD.

Its SMILES is C[C@@H](N)CS.O.O. The value obtained for the highest occupied orbital energy is -9.306 eV. The maximum force is 0.0301 hartree/bohr. Its HOMO-LUMO gap is 10.00 eV. The calculation puts the calculated total energy at -19742.0760 eV. Its spin multiplicity is 1.

Last column: natural (NBO) charge in e.
Positions of all 20 atoms, in Å:
C -0.12 2.21 -1.77  -0.6169
C -0.21 1.35 -0.54  -0.0550
C -1.65 0.87 -0.23  -0.5300
S -1.65 -0.57 0.87  -0.0551
N 0.39 2.05 0.59  -0.8497
H -0.43 1.71 -2.65  0.2125
H 0.91 2.56 -1.82  0.2312
H -0.70 3.13 -1.60  0.2014
H 0.40 0.44 -0.59  0.1833
H -2.27 1.71 0.08  0.2235
H -2.09 0.49 -1.14  0.2191
H -1.93 -0.05 2.07  0.1342
H -0.12 2.85 0.93  0.3528
H 0.59 1.44 1.37  0.3651
H 3.57 -3.14 -0.95  0.4701
H 2.09 -3.55 -1.08  0.4762
O 2.82 -3.16 -1.55  -0.9450
H 2.08 -1.61 0.65  0.4643
H 0.75 -1.06 1.13  0.4715
O 1.45 -1.68 1.39  -0.9536